C51H43GeN4O5PReS | ωB97M-V with the def2-TZVPD basis set

Computed properties:
Molar mass, Da: 1113.8
Relative energy (zero: lowest compared OMol25 entry of this formula, charge and spin), kcal per mole: 34.4
LUMO (alpha / beta), eV: -9.404 / -9.407
HOMO energy (alpha / beta), Ha: -0.5784 / -0.5784
Net charge: +3

```
107
Properties=species:S:1:pos:R:3:mulliken_charge:R:1
Re 0.169 -0.834 -0.223 2.95
O 0.545 -2.777 -0.826 -0.76
S -0.463 -2.674 -1.933 1.47
O -1.408 -3.720 -2.010 -0.68
O -1.061 -1.291 -1.705 -0.81
C 0.483 -2.480 -3.405 0.67
C 0.473 -3.473 -4.369 -0.52
C 1.173 -3.264 -5.548 -0.83
C 1.840 -2.063 -5.754 -0.82
C 1.853 -1.076 -4.778 -0.39
C 1.191 -1.284 -3.569 -0.92
P 1.163 0.094 -2.352 1.82
C 0.133 1.308 -3.232 0.84
C -0.952 0.828 -3.977 -0.85
C -1.721 1.699 -4.727 -0.82
C -1.434 3.059 -4.732 -0.74
C -0.368 3.538 -3.987 -0.76
C 0.418 2.673 -3.241 -0.16
C 2.881 0.666 -2.208 1.06
C 3.939 -0.143 -2.630 -0.52
C 5.242 0.325 -2.565 -0.92
C 5.506 1.598 -2.080 -0.92
C 4.466 2.379 -1.596 -0.96
C 3.163 1.912 -1.643 -0.44
H -0.094 -4.379 -4.201 0.62
H 1.180 -4.031 -6.309 0.48
H 2.352 -1.885 -6.690 0.50
H 2.365 -0.140 -4.958 0.60
H -1.196 -0.224 -3.988 0.32
H -2.540 1.314 -5.320 0.50
H -2.034 3.735 -5.325 0.46
H -0.125 4.592 -3.989 0.59
H 1.255 3.084 -2.701 0.25
H 3.758 -1.137 -3.012 0.59
H 6.052 -0.302 -2.912 0.50
H 6.520 1.974 -2.081 0.46
H 4.659 3.365 -1.193 0.59
H 2.375 2.535 -1.246 -0.55
O 3.223 5.174 1.665 -0.50
C 2.246 6.125 1.270 -0.52
N 1.016 5.402 1.053 -0.17
C 0.822 4.730 -0.098 -0.01
O 1.502 4.841 -1.099 -0.58
C -0.289 3.699 -0.115 -0.06
C -1.591 3.926 -0.542 -0.07
C -2.431 2.835 -0.708 -1.61
C -1.939 1.559 -0.494 -0.36
N -0.686 1.342 -0.085 0.06
C 0.113 2.394 0.114 -0.14
H 4.076 5.620 1.733 0.30
H 2.521 6.608 0.333 0.34
H 2.081 6.876 2.042 0.43
H 0.437 5.205 1.852 0.27
H -1.941 4.931 -0.744 0.58
H -3.458 2.963 -1.021 0.50
H -2.552 0.688 -0.679 0.68
H 1.114 2.184 0.466 0.41
N 3.899 0.446 1.774 0.14
C 2.586 0.488 1.531 -1.80
N 2.205 -0.463 0.700 1.02
C 3.354 -1.185 0.375 1.70
C 3.564 -2.313 -0.419 -1.41
C 4.848 -2.808 -0.504 -0.96
C 5.920 -2.207 0.175 -0.93
C 5.732 -1.095 0.966 -1.20
C 4.435 -0.603 1.053 0.35
H 4.421 1.084 2.353 0.29
H 1.923 1.207 1.985 0.73
H 2.747 -2.801 -0.928 0.51
H 5.039 -3.690 -1.101 0.56
H 6.910 -2.631 0.081 0.52
H 6.551 -0.636 1.505 0.59
C -0.458 -1.149 1.627 0.95
Ge -0.047 -1.158 3.572 0.19
C -1.452 -1.028 4.899 0.79
C -1.225 -1.667 6.121 -0.38
C -2.213 -1.632 7.090 -0.67
C -3.402 -0.953 6.846 -0.53
C -3.619 -0.318 5.626 -0.74
C -2.645 -0.347 4.646 -0.25
C -1.562 -2.127 1.459 -0.01
C -2.819 -1.759 0.952 0.17
C -3.751 -2.728 0.625 -0.88
C -3.445 -4.074 0.784 -0.74
C -2.217 -4.453 1.316 -0.68
C -1.288 -3.494 1.666 -0.32
C 1.692 -1.941 3.991 0.92
C 2.231 -2.828 3.055 0.27
C 3.441 -3.446 3.318 -0.80
C 4.141 -3.139 4.478 -0.65
C 3.614 -2.243 5.400 -0.83
C 2.381 -1.654 5.172 -0.59
H -0.302 -2.203 6.306 0.37
H -2.052 -2.122 8.040 0.44
H -4.161 -0.913 7.615 0.43
H -4.546 0.211 5.450 0.44
H -2.810 0.152 3.699 0.36
H -3.053 -0.710 0.830 0.53
H -4.713 -2.433 0.230 0.51
H -4.166 -4.828 0.498 0.46
H -1.977 -5.500 1.443 0.51
H -0.322 -3.795 2.056 0.38
H 1.706 -3.042 2.132 -0.14
H 3.842 -4.162 2.612 0.46
H 5.098 -3.608 4.667 0.48
H 4.159 -2.012 6.305 0.47
H 1.956 -0.985 5.910 0.52
```